No. 1
10
Properties=species:S:1:pos:R:3:forces:R:3 method="wB97M-V/def2-TZVPD" smiles=C#CC.OCl max_force_ev_per_a=3.13 de_lowest_kj_mol=381.08 homo_lumo_gap_ev=10.12
Cl -2.649 0.842 0.510 0.027 0.261 0.094
O -2.558 -0.616 -0.296 0.069 -0.234 -0.467
C 1.044 -0.412 0.413 0.629 2.571 -0.378
C 0.640 -1.240 1.159 -0.157 -2.776 1.436
C 1.318 0.820 -0.363 -1.854 -1.550 -0.675
H 0.900 0.515 -1.324 -0.403 0.550 -0.390
H 0.726 1.684 0.001 0.865 -0.434 -0.095
H 0.484 -2.150 1.748 -0.114 1.066 -0.528
H -2.235 -0.391 -1.187 -0.095 -0.036 0.380
H 2.330 0.946 -0.660 1.033 0.582 0.624


No. 2
10
Properties=species:S:1:pos:R:3:forces:R:3 method="wB97M-V/def2-TZVPD" smiles=OC1(Cl)CC1 max_force_ev_per_a=3.90 de_lowest_kj_mol=137.83 homo_lumo_gap_ev=11.07
Cl 2.075 -0.455 0.057 0.152 -0.647 0.011
O 0.535 1.634 0.113 1.607 -1.219 1.340
C 0.424 0.140 0.052 1.970 3.342 -0.419
C -0.665 -0.605 0.680 0.523 -0.618 -0.457
C -0.559 -0.361 -0.898 -1.032 0.134 -0.067
H -1.329 0.025 1.267 -0.200 -0.407 -0.296
H -0.308 -1.131 -1.670 -0.275 0.553 1.238
H -1.239 0.443 -1.260 0.580 -0.786 0.283
H 1.431 1.908 0.577 -2.784 -1.239 -1.283
H -0.365 -1.598 1.083 -0.541 0.888 -0.350


No. 3
11
Properties=species:S:1:pos:R:3:forces:R:3 method="wB97M-V/def2-TZVPD" smiles="O=C[C@@H](O)CCl" max_force_ev_per_a=3.26 de_lowest_kj_mol=135.42 homo_lumo_gap_ev=10.85
Cl 2.193 -0.306 -0.138 0.252 -0.712 -0.841
O -2.504 -1.013 0.090 3.059 0.627 -0.357
O -1.212 1.582 -0.049 -0.145 -0.817 -0.565
C -0.529 0.359 -0.278 0.604 1.599 -1.549
C -1.280 -0.862 -0.025 -2.466 -2.034 0.654
C 0.716 0.404 0.561 1.783 -0.156 1.710
H -0.522 -1.696 0.042 -0.915 -0.107 -0.029
H 1.103 1.418 0.684 -1.009 0.024 0.338
H -0.183 0.221 -1.375 -0.463 0.403 1.246
H 0.702 -0.150 1.542 -0.708 0.982 -0.866
H -2.097 1.452 -0.425 0.008 0.193 0.258


No. 4
12
Properties=species:S:1:pos:R:3:forces:R:3 method="wB97M-V/def2-TZVPD" total_charge=-1 max_force_ev_per_a=3.68 de_lowest_kj_mol=31.14 homo_lumo_gap_ev=9.13
Cl -2.014 1.732 0.410 0.084 -0.958 -0.307
P -1.399 -0.745 -0.180 -0.420 1.638 -1.355
O -1.790 -0.849 -1.604 0.541 0.124 0.550
O -1.975 -1.525 0.897 -0.433 -0.699 1.202
C 0.670 -0.270 1.419 0.459 0.670 0.874
C 1.015 0.434 -0.970 0.624 1.444 -3.331
C 0.294 -0.202 0.147 -0.813 -0.551 -0.095
H 2.084 0.135 -0.956 -0.356 0.665 0.348
H 1.623 0.286 1.759 -1.530 -1.257 -0.360
H 0.858 1.603 -0.942 0.489 -2.301 -0.044
H 0.727 0.102 -2.112 0.027 0.655 3.094
H -0.092 -0.701 2.132 1.328 0.570 -0.576


No. 5
12
Properties=species:S:1:pos:R:3:forces:R:3 method="wB97M-V/def2-TZVPD" max_force_ev_per_a=3.04 de_lowest_kj_mol=492.14 homo_lumo_gap_ev=8.31
Cl 1.371 -0.393 1.377 1.252 0.211 0.914
S -0.510 -0.842 -0.377 0.513 -1.138 -1.033
O -0.395 -0.261 -1.692 0.091 0.251 -0.064
O -1.438 -1.920 -0.193 -0.110 0.114 0.429
C 1.298 -1.567 0.028 -2.421 1.776 0.490
C -0.668 1.825 0.200 0.721 0.342 -0.348
C -0.918 0.601 0.929 0.559 -1.669 -0.307
H 1.276 -2.577 0.404 -0.132 -0.149 0.006
H -0.343 2.620 0.876 -0.162 -0.014 0.043
H 2.035 -1.337 -0.725 -0.046 0.066 -0.191
H -0.034 1.746 -0.687 -0.040 0.201 0.029
H -1.674 2.103 -0.140 -0.226 0.009 0.030


No. 6
11
Properties=species:S:1:pos:R:3:forces:R:3 method="wB97M-V/def2-TZVPD" smiles=Cl[C@H]1OCCS1 max_force_ev_per_a=4.35 de_lowest_kj_mol=110.45 homo_lumo_gap_ev=9.94
Cl 2.464 0.459 -0.562 0.003 -0.876 1.010
S 0.281 -1.640 0.216 -0.057 -0.541 -0.114
O 0.315 0.786 0.917 -1.759 1.484 0.910
C 1.155 -0.223 0.826 0.141 0.512 -1.453
C -0.548 0.845 -0.269 0.567 -2.655 1.777
C -1.106 -0.614 -0.397 3.421 1.071 -2.466
H 0.253 0.893 -0.955 -0.122 0.998 -1.986
H 1.657 -0.349 1.761 0.845 -0.222 0.097
H -1.241 1.651 -0.134 -0.164 0.266 -0.198
H -1.270 -0.912 -1.440 0.384 0.452 -0.056
H -1.959 -0.896 0.035 -3.259 -0.489 2.479


No. 7
10
Properties=species:S:1:pos:R:3:forces:R:3 method="wB97M-V/def2-TZVPD" smiles="ClC1=CC1.S" max_force_ev_per_a=2.15 de_lowest_kj_mol=247.66 homo_lumo_gap_ev=9.97
Cl 2.509 -1.118 0.010 -0.661 -0.057 0.384
S -2.098 -1.615 -0.363 -0.084 0.969 -0.524
C 0.411 0.965 0.663 -0.543 0.291 -0.298
C 0.451 0.612 -0.877 -0.009 -0.374 1.190
C 1.123 -0.105 -0.022 0.872 0.392 -1.931
H -1.491 -0.392 -0.465 -0.722 -0.598 -0.387
H -0.549 0.774 1.140 0.260 -0.158 0.443
H -0.014 0.820 -1.843 0.667 0.068 0.534
H -1.317 -1.744 0.675 0.456 -0.607 0.917
H 0.976 1.802 1.082 -0.237 0.074 -0.328


No. 8
11
Properties=species:S:1:pos:R:3:forces:R:3 method="wB97M-V/def2-TZVPD" max_force_ev_per_a=6.71 de_lowest_kj_mol=367.80 homo_lumo_gap_ev=9.76
Cl 2.020 -1.150 0.127 -0.980 0.613 -1.118
S -0.440 0.388 -2.287 1.963 1.070 0.260
S -1.429 0.280 2.089 -2.030 0.405 -1.920
C 0.740 0.067 0.295 -1.941 0.756 6.380
C -0.135 1.007 -0.514 -0.929 -1.167 -0.262
C -0.892 -0.048 0.389 2.672 -1.739 -1.581
H -2.779 0.621 1.716 1.807 -0.458 0.710
H -1.253 -0.983 -0.179 0.161 1.752 1.105
H -0.399 2.087 -0.300 1.088 -1.305 -0.341
H 0.810 0.672 -2.986 -1.823 -0.262 1.460
H 0.896 0.305 1.735 0.011 0.334 -4.695


No. 9
13
Properties=species:S:1:pos:R:3:forces:R:3 method="wB97M-V/def2-TZVPD" max_force_ev_per_a=2.25 spin_multiplicity=6 de_lowest_kj_mol=20.73 homo_lumo_gap_ev="6.36 / 9.95"
Cr 3.480 -0.013 0.129 1.834 0.554 -0.149
O 1.908 -0.019 1.403 -0.822 -0.311 0.393
O -0.127 1.416 -0.812 1.583 -1.209 -0.784
O 0.033 -1.065 0.821 -0.620 0.356 0.430
O 1.754 -0.799 -0.649 -1.622 -0.160 -0.044
C 1.230 -0.590 0.507 1.072 -0.193 -0.181
C -1.105 -0.659 0.040 -0.027 -0.186 -0.345
C -1.209 0.848 -0.110 -0.231 -0.311 0.065
H -1.297 1.295 0.896 0.189 0.023 -0.387
H 0.482 0.696 -1.204 -1.473 1.482 0.825
H -1.967 -1.036 0.600 0.185 0.025 -0.231
H -1.055 -1.143 -0.946 -0.032 0.058 0.169
H -2.127 1.069 -0.673 -0.036 -0.127 0.239


No. 10
22
Properties=species:S:1:pos:R:3:forces:R:3 method="wB97M-V/def2-TZVPD" max_force_ev_per_a=2.09 spin_multiplicity=8 homo_lumo_gap_ev="6.66 / 6.77"
Eu -1.004 -1.199 -0.537 -1.134 -0.365 -0.378
S 0.786 0.097 1.481 -1.400 0.050 -0.870
S 0.807 1.215 -1.189 -0.541 -0.822 1.052
F -0.910 1.453 2.887 1.219 -0.220 0.313
F -0.095 3.763 -0.668 0.152 -1.410 -0.718
F -1.536 2.279 -1.421 1.073 0.558 -0.164
F 0.992 2.512 2.741 -0.257 -1.302 -0.184
F -0.033 3.165 -2.770 -0.098 -0.431 0.938
F 0.866 0.764 4.054 -0.604 0.423 -1.195
O 0.206 0.209 -2.100 0.875 1.286 0.484
O -0.226 -0.974 1.714 1.638 1.197 0.483
O 2.152 -0.309 1.334 -0.633 0.578 0.409
O 2.223 1.390 -1.250 -0.842 0.416 -0.097
N 0.124 1.008 0.287 1.975 -0.442 -0.002
C 0.435 1.295 2.885 -0.170 0.527 0.912
C -0.247 2.723 -1.516 -0.844 1.026 -0.600
C -1.786 -3.410 -1.061 -0.021 0.095 0.092
H 1.679 -2.324 -0.465 -0.011 0.034 -0.017
H 1.244 -2.808 -0.832 -0.011 -0.014 0.008
H -1.895 -3.132 -2.139 -0.101 -0.745 0.391
H -2.776 -3.542 -0.564 0.701 -0.504 -0.540
H -1.005 -4.177 -0.871 -0.965 0.066 -0.317


No. 11
9
Properties=species:S:1:pos:R:3:forces:R:3 method="wB97M-V/def2-TZVPD" smiles="C/C=C/F" max_force_ev_per_a=6.34 de_lowest_kj_mol=69.73 homo_lumo_gap_ev=10.17
F -1.926 1.013 1.201 -0.544 0.561 0.102
C -0.407 -0.352 0.131 -3.065 4.998 2.409
C 0.846 -0.556 -0.501 2.734 -2.472 -1.452
C -0.853 0.963 0.389 1.224 -2.543 -0.258
H 0.892 -0.990 -1.497 -0.906 -0.103 -0.490
H 1.459 -1.331 -0.011 -0.159 0.407 0.475
H 1.478 0.289 -0.633 0.264 1.095 0.374
H -0.482 2.039 0.180 -0.336 -2.284 -0.048
H -1.008 -1.076 0.741 0.787 0.340 -1.112


No. 12
9
Properties=species:S:1:pos:R:3:forces:R:3 method="wB97M-V/def2-TZVPD" smiles="C=CCF" max_force_ev_per_a=4.27 de_lowest_kj_mol=72.29 homo_lumo_gap_ev=11.40
F 1.510 -0.393 1.003 0.598 -1.857 0.802
C -0.455 0.323 -0.165 4.158 -0.350 0.886
C -1.142 -0.776 -0.055 -3.485 -0.536 -0.015
C 1.080 0.452 0.034 -1.805 -0.477 0.608
H 1.524 0.211 -0.896 0.918 -0.143 -0.963
H -2.248 -0.657 -0.157 0.807 0.046 -0.185
H -0.727 1.294 -0.391 -1.966 1.543 -0.599
H -0.980 -1.827 0.176 1.210 0.516 0.089
H 1.438 1.373 0.450 -0.434 1.257 -0.622


No. 13
9
Properties=species:S:1:pos:R:3:forces:R:3 method="wB97M-V/def2-TZVPD" max_force_ev_per_a=5.66 de_lowest_kj_mol=358.12 homo_lumo_gap_ev=9.49
F 2.592 0.109 0.500 0.745 -0.353 1.121
C 1.774 0.135 -0.529 -4.254 -3.590 0.730
C -1.272 0.809 -0.589 -1.787 0.747 -1.282
C -0.497 0.175 0.194 5.552 -0.618 -0.924
H 1.669 -0.901 -1.061 0.439 2.234 0.859
H 1.936 1.012 -1.051 -0.193 1.586 -1.485
H -1.073 1.376 -1.470 0.777 0.462 -0.287
H -0.704 -0.548 0.932 -0.120 -0.435 0.948
H -2.319 0.700 -0.447 -1.159 -0.033 0.320


No. 14
9
Properties=species:S:1:pos:R:3:forces:R:3 method="wB97M-V/def2-TZVPD" max_force_ev_per_a=5.68 de_lowest_kj_mol=370.58 homo_lumo_gap_ev="9.36 / 9.36"
F -2.113 1.068 -0.134 -0.469 0.234 0.093
C -1.566 -1.168 0.140 0.761 -0.237 -0.709
C 0.965 1.123 0.027 -2.131 -5.231 0.560
C -1.258 0.084 0.038 4.319 3.050 0.160
H -0.769 -1.918 0.061 -0.920 0.122 0.386
H 0.856 1.949 -0.550 -0.582 2.290 -1.734
H -2.615 -1.200 -0.063 -0.721 -1.347 0.132
H 1.372 0.209 -0.507 -0.206 1.453 0.995
H 1.229 1.310 1.056 -0.051 -0.334 0.118


No. 15
11
Properties=species:S:1:pos:R:3:forces:R:3 method="wB97M-V/def2-TZVPD" smiles="[H]/N=C(/C)C(F)F" max_force_ev_per_a=2.55 de_lowest_kj_mol=1.57 homo_lumo_gap_ev=11.07
F -0.615 -0.004 -2.361 0.492 0.207 1.290
F -0.247 1.789 -1.099 -0.158 -0.740 0.188
N -1.144 -1.286 0.177 -0.818 -1.044 0.424
C -0.277 -0.403 0.107 0.869 1.969 -1.042
C 0.070 0.457 -1.248 -0.626 -0.516 0.893
C 0.497 -0.004 1.358 2.082 1.308 0.663
H 1.136 0.437 -1.446 0.170 -0.268 -0.219
H -1.711 -1.515 -0.636 0.412 0.396 -0.329
H 0.233 1.028 1.727 -0.473 -1.057 -0.390
H 1.629 0.228 1.201 -1.720 -0.931 -0.235
H 0.428 -0.727 2.221 -0.231 0.675 -1.242


No. 16
12
Properties=species:S:1:pos:R:3:forces:R:3 method="wB97M-V/def2-TZVPD" smiles="[H]/N=C/[NH+]1[C@H](F)[C@H]1F" total_charge=+1 max_force_ev_per_a=4.40 de_lowest_kj_mol=266.84 homo_lumo_gap_ev=12.39
F 1.405 0.204 -2.203 0.541 0.015 1.411
F -0.451 1.860 0.458 0.203 0.116 -0.104
N -0.588 -1.688 1.440 0.523 -0.101 0.182
N 0.292 -0.299 -0.091 -3.536 2.364 -1.129
C -0.924 -0.745 0.744 0.523 0.894 -1.835
C 0.403 0.532 -1.370 2.107 -0.246 0.995
C 0.570 1.177 -0.032 2.122 -0.710 -0.243
H -0.367 0.643 -2.024 -3.252 0.556 -0.691
H 1.579 1.320 0.439 -1.095 0.558 -0.690
H -1.193 -2.057 2.132 -1.043 -0.409 0.605
H -1.755 -0.057 0.486 0.070 -0.911 0.773
H 1.028 -0.892 0.022 2.836 -2.124 0.727


No. 17
17
Properties=species:S:1:pos:R:3:forces:R:3 method="wB97M-V/def2-TZVPD" total_charge=+3 max_force_ev_per_a=5.95 spin_multiplicity=3 homo_lumo_gap_ev="9.23 / 5.38"
Tm -1.730 -1.166 2.787 -0.854 -0.017 2.686
S 1.931 0.171 -1.323 3.602 -2.934 -0.456
F -1.423 1.976 -1.197 0.028 -2.534 5.379
F -1.004 2.070 1.262 -1.924 -3.029 -3.933
F -3.030 1.065 0.315 5.215 0.973 -0.072
O -1.883 -1.173 0.664 1.433 -0.904 -3.009
O 3.614 0.579 -1.489 -3.555 -0.502 0.777
O 1.621 0.399 0.341 -0.489 -1.261 -1.870
O 1.854 -1.325 -1.741 -0.239 4.128 1.546
C -1.550 1.272 0.133 -2.467 1.998 -1.766
C 0.509 -0.439 0.819 -1.071 -1.142 0.788
C -0.904 -0.245 0.007 0.040 0.430 -0.523
H -0.873 -0.579 -1.120 0.066 1.045 2.131
H -1.989 -1.973 0.050 -0.247 1.362 0.857
H 3.766 1.084 -2.341 -0.301 -0.123 0.411
H 0.317 -0.119 1.953 1.000 0.068 -2.348
H 0.774 -1.599 0.879 -0.235 2.441 -0.598


No. 18
11
Properties=species:S:1:pos:R:3:forces:R:3 method="wB97M-V/def2-TZVPD" max_force_ev_per_a=0.93 de_lowest_kj_mol=123.75 homo_lumo_gap_ev=9.40
I 0.957 -1.629 2.356 -0.270 -0.171 0.159
F -0.961 -1.512 -1.265 -0.032 -0.198 0.037
N 0.574 0.291 1.825 0.792 0.256 -0.422
C 0.803 -0.200 -2.026 -0.120 -0.120 0.042
C -0.417 -0.318 -1.552 0.013 0.182 -0.043
C -0.510 0.856 2.089 -0.488 -0.084 0.222
H -1.371 0.442 2.612 0.008 -0.221 0.076
H -1.109 0.485 -1.344 0.037 0.081 -0.003
H 1.212 0.768 -2.240 -0.003 0.257 -0.014
H -0.594 1.882 1.749 -0.046 0.228 -0.046
H 1.415 -1.065 -2.205 0.108 -0.210 -0.008


No. 19
11
Properties=species:S:1:pos:R:3:forces:R:3 method="wB97M-V/def2-TZVPD" max_force_ev_per_a=5.13 de_lowest_kj_mol=322.98 homo_lumo_gap_ev=8.86
F -2.273 1.731 -1.160 -0.306 -0.029 -0.056
N -0.002 -0.639 0.592 -3.710 -0.906 1.620
N 1.810 0.251 -0.477 -1.592 -3.251 1.161
C -1.095 0.226 0.236 -0.879 1.214 1.649
C 1.309 -0.759 0.210 -2.749 4.235 0.387
C -1.302 0.834 -0.986 1.486 -1.154 2.426
H -0.587 0.744 -1.837 -0.781 -0.048 0.835
H -0.374 -1.141 1.448 1.527 0.271 -1.803
H -1.832 0.384 1.514 1.912 -0.103 -4.759
H 1.636 -1.530 0.884 1.728 -0.552 -0.558
H 2.711 -0.102 -0.424 3.365 0.325 -0.903


No. 20
12
Properties=species:S:1:pos:R:3:forces:R:3 method="wB97M-V/def2-TZVPD" max_force_ev_per_a=6.92 de_lowest_kj_mol=311.83 homo_lumo_gap_ev=9.20
S -0.546 -2.176 0.136 0.560 -0.258 0.797
F -1.271 1.874 -1.449 0.669 0.369 -0.591
N 0.837 -0.031 1.020 -0.824 -1.115 -0.163
N 1.374 1.983 -0.013 0.331 1.258 -2.053
C 0.603 1.027 -0.197 3.980 0.310 5.648
C -0.562 0.851 -0.961 -3.168 -4.562 2.444
C 0.315 -1.326 1.232 1.189 2.280 3.005
H -1.177 0.292 -0.035 0.530 1.397 -2.747
H -0.286 -0.053 -1.570 -1.050 1.111 -0.566
H 1.258 0.465 1.864 -0.843 -1.032 -1.788
H 2.215 1.868 0.547 -0.600 -0.199 0.271
H 0.552 -1.601 2.560 -0.774 0.441 -4.258